65
Properties=species:S:1:pos:R:3 method="wB97M-V/def2-TZVPD" homo_energy_ev=-8.6 charge=+1 orbital_gap_ev=6.37 total_energy_ev=-46710.89574 max_force_ev_per_a=0.509 relative_energy_kcal_mol=1.02
Cd -0.99 0.10 -1.19
C -3.18 -1.60 0.38
C -2.98 -0.33 1.21
O -2.50 0.77 0.45
C -2.07 1.86 1.30
C -0.37 2.70 -0.61
O -1.08 2.32 -1.84
C -2.42 2.66 -2.17
C -2.85 1.64 -3.22
O -2.80 0.33 -2.63
C -2.82 -0.82 -3.49
C -1.44 -1.28 -3.92
O -0.55 -1.38 -2.81
C 0.14 -2.60 -2.45
C -0.87 -2.39 0.03
O -2.13 -1.98 -0.53
H -4.06 -1.49 -0.25
H -3.37 -2.42 1.08
H -2.29 -0.52 2.05
H -3.95 -0.08 1.65
H -1.54 1.43 2.15
H -2.97 2.35 1.68
H 1.29 1.62 -1.08
H 0.18 3.61 -0.84
H -2.49 3.66 -2.60
H -3.07 2.59 -1.29
H -2.19 1.70 -4.09
H -3.88 1.85 -3.54
H -3.42 -0.62 -4.38
H -3.31 -1.60 -2.91
H -0.99 -0.58 -4.63
H -1.53 -2.25 -4.41
H 1.19 -2.39 -2.58
H -0.16 -3.37 -3.17
H -0.56 -0.80 1.27
H -1.07 -3.04 0.89
N 7.49 0.06 4.89
C 6.53 0.06 4.26
C 5.33 0.05 3.46
C 4.37 -0.93 3.67
C 3.21 -0.93 2.90
C 3.01 0.05 1.93
C 3.98 1.03 1.74
C 5.14 1.04 2.50
C 1.76 0.06 1.10
C 1.10 1.30 0.92
C 0.94 2.38 1.84
C -0.07 3.27 1.71
C -1.15 2.96 0.68
N 0.52 1.56 -0.42
C 1.27 -1.15 0.61
C 1.93 -2.39 0.30
C 1.32 -3.39 -0.37
C -0.05 -3.18 -0.99
N -0.17 -1.18 0.41
H 4.52 -1.68 4.43
H 2.45 -1.68 3.07
H 3.82 1.79 0.98
H 5.89 1.79 2.34
H 1.61 2.44 2.69
H -0.19 4.11 2.37
H -1.76 3.85 0.51
H 2.97 -2.50 0.61
H 1.83 -4.32 -0.55
H -0.56 -4.13 -1.10

74
Properties=species:S:1:pos:R:3 method="wB97M-V/def2-TZVPD" homo_energy_ev="-10.2 / -10.2" charge=+1 orbital_gap_ev="5.60 / 6.25" spin_multiplicity=2 total_energy_ev=-118558.03915 max_force_ev_per_a=2.854 s_squared=1.041 relative_energy_kcal_mol=75.72
Fe -1.27 -0.14 -0.15
O -1.75 -1.34 2.69
C -0.92 -0.99 1.84
N -0.38 0.21 1.68
C -0.91 1.28 2.49
C -2.21 1.75 1.92
C -2.87 2.86 2.44
C -4.07 3.24 1.88
C -4.60 2.49 0.84
C -3.89 1.41 0.37
N -2.71 1.06 0.90
C -0.37 -2.00 0.86
C -0.47 -3.35 1.19
C 0.11 -4.27 0.34
C 0.72 -3.82 -0.82
C 0.75 -2.46 -1.08
N 0.25 -1.56 -0.24
H -0.20 2.10 2.48
H -1.06 0.92 3.51
H -2.43 3.40 3.26
H -4.61 4.10 2.26
H -5.56 2.74 0.40
H -4.25 0.80 -0.44
H -0.98 -3.63 2.10
H 0.10 -5.33 0.59
H 1.18 -4.51 -1.52
H 1.21 -2.08 -1.98
N 0.42 0.84 -3.19
C -0.49 -0.13 -3.31
N -1.28 -0.52 -2.33
C -2.08 -1.57 -2.72
C -1.90 -2.01 -3.98
S -0.68 -1.08 -4.77
C -3.03 -2.06 -1.74
C -4.00 -2.98 -1.94
S -4.91 -3.21 -0.50
C -3.92 -2.01 0.30
N -2.98 -1.51 -0.47
N -4.18 -1.65 1.56
H 0.84 1.25 -4.00
H 0.29 1.42 -2.36
H -2.41 -2.80 -4.50
H -4.23 -3.53 -2.84
H -4.91 -2.16 2.04
H -3.39 -1.35 2.14
Cl 0.86 4.06 -2.47
C -0.53 4.00 -1.36
C -0.27 2.86 -0.36
O 0.29 3.11 0.69
O -0.67 1.70 -0.79
H -1.42 3.82 -1.95
H -0.58 4.95 -0.84
C 3.30 -1.18 0.86
N 4.73 -0.86 0.87
C 5.10 -0.34 -0.44
N 4.33 0.85 -0.80
C 2.90 0.50 -0.78
N 2.50 0.00 0.52
C 2.75 1.04 1.52
N 4.17 1.39 1.55
C 4.95 0.20 1.87
C 4.55 1.88 0.23
H 3.01 -1.55 1.85
H 3.13 -1.96 0.12
H 4.93 -1.12 -1.19
H 6.16 -0.09 -0.44
H 2.72 -0.26 -1.54
H 2.32 1.39 -1.02
H 2.45 0.67 2.51
H 2.15 1.92 1.27
H 4.66 -0.17 2.85
H 6.01 0.46 1.88
H 5.61 2.15 0.23
H 3.95 2.75 -0.02

69
Properties=species:S:1:pos:R:3 method="wB97M-V/def2-TZVPD" homo_energy_ev="-8.8 / -10.6" charge=+1 orbital_gap_ev="6.88 / 5.92" spin_multiplicity=6 total_energy_ev=-83142.40092 max_force_ev_per_a=0.681 s_squared=8.848 relative_energy_kcal_mol=0.00
Ir 1.03 0.29 -0.35
N 5.32 0.71 0.06
C 3.97 0.72 0.15
S 3.10 -0.10 -1.17
N 3.40 1.28 1.15
N 2.01 1.21 1.15
C 1.48 1.67 2.26
C 0.13 1.70 2.64
C -0.17 2.28 3.89
C -1.45 2.40 4.35
C -2.51 1.91 3.54
C -2.23 1.34 2.36
N -0.94 1.21 1.88
H 5.78 0.34 -0.76
H 5.86 1.21 0.74
H 2.18 2.05 2.98
H 0.66 2.65 4.47
H -1.65 2.85 5.31
H -3.54 1.99 3.86
H -2.99 0.95 1.69
C -0.46 3.75 -0.39
Si 0.50 3.22 -1.90
C 0.00 4.28 -3.35
C 2.33 3.42 -1.66
N 0.19 1.46 -2.09
C -0.50 0.78 -3.00
C -1.23 1.35 -4.08
C -1.91 0.57 -4.97
C -1.89 -0.83 -4.85
C -1.20 -1.44 -3.82
C -0.53 -0.65 -2.91
O 0.20 -1.17 -1.88
C 0.09 -2.54 -1.54
C -1.09 -3.02 -1.02
C -1.14 -4.36 -0.66
C -0.02 -5.17 -0.81
C 1.15 -4.65 -1.33
C 1.22 -3.31 -1.70
H -0.49 4.84 -0.35
H 0.01 3.40 0.53
H -1.49 3.38 -0.42
H 0.40 5.28 -3.16
H -1.08 4.39 -3.46
H 0.42 3.94 -4.30
H 2.57 4.49 -1.65
H 2.89 2.96 -2.48
H 2.69 2.99 -0.72
H -1.25 2.43 -4.18
H -2.46 1.03 -5.78
H -2.42 -1.44 -5.57
H -1.19 -2.52 -3.72
H -1.94 -2.35 -0.89
H -2.06 -4.76 -0.25
H -0.07 -6.21 -0.53
H 2.02 -5.28 -1.44
H 2.12 -2.88 -2.10
S 1.15 -1.76 1.99
C -0.12 -2.41 2.84
N 0.02 -3.36 3.78
C -1.20 -3.98 4.27
C -2.26 -2.89 4.16
S -1.80 -1.95 2.68
H 0.92 -3.79 3.90
H -1.07 -4.31 5.30
H -1.46 -4.85 3.66
H -2.24 -2.23 5.02
H -3.26 -3.30 4.04
N -1.74 0.15 -0.04
C -0.79 0.59 0.62